(1)
A cluster of 2 separate species, C5H12O in total at a distorted geometry, computed with wB97M-V/def2-TZVPD.

Structure (ORCA input):
```
! wB97M-V def2-TZVPD RIJCOSX def2/J DEFGRID3
* xyz 0 1
C 1.29346 0.39563 1.75140
C 1.89825 0.13295 0.61244
C 2.02439 -1.16212 -0.08214
H 1.26645 1.32994 2.18651
H 0.67273 -0.30862 2.26313
H 2.31937 0.89389 -0.01905
H 0.97170 -1.32968 -0.43690
H 2.76074 -1.19444 -0.84342
H 2.18468 -1.90760 0.67105
C -1.32008 0.83233 -1.35760
C -2.30481 0.16180 -0.33293
O -1.66101 -0.94191 0.33359
H -1.39321 0.21086 -2.32226
H -1.77266 1.79587 -1.63974
H -0.31883 0.90437 -1.03646
H -3.20008 -0.17293 -0.86546
H -2.57656 0.91628 0.36356
H -0.84453 -0.55660 0.75428
*
```

Calculated values
Largest force on an atom, hartree/bohr: 0.0777
Orbital gap, eV: 10.85
Relative energy (zero: lowest compared OMol25 entry of this formula, charge and spin), kcal/mol: 43.8
HOMO level, eV: -9.783
Calculated total energy, a.u.: -272.87885
SMILES string: C=CC.CCO

(2)
A cluster of 2 separate species, C5H12O in total at a distorted geometry, computed with wB97M-V/def2-TZVPD.

Structure (ORCA input):
```
! wB97M-V def2-TZVPD RIJCOSX def2/J DEFGRID3
* xyz 0 1
C 0.34884 2.53163 -0.56649
C 0.19168 1.17958 -0.50859
C 0.41424 0.27860 -1.67740
C -0.07451 0.45662 0.85174
C 1.35550 0.15027 1.56177
H 0.66797 3.03455 -1.48652
H 0.19449 3.15020 0.32501
H 1.50570 0.24808 -1.83358
H -0.06212 0.65981 -2.59629
H 0.05601 -0.74864 -1.49555
H -0.67455 -0.43062 0.57208
H -0.70992 1.10736 1.48281
H 1.14545 -0.53713 2.39841
H 1.86449 1.04407 1.96010
H 2.03384 -0.35453 0.85350
O -2.84585 -3.79737 -0.31625
H -3.39464 -4.34505 0.28966
H -2.01665 -3.62746 0.18556
*
```

Calculated values
Largest force on an atom, hartree/bohr: 0.0418
Orbital gap, eV: 9.67
Relative energy (zero: lowest compared OMol25 entry of this formula, charge and spin), kcal/mol: 27.7
HOMO level, eV: -8.985
Calculated total energy, a.u.: -272.90457
SMILES string: C=C(C)CC.O

(3)
A structure of composition C5H12O, computed with wB97M-V/def2-TZVPD.

Structure (ORCA input):
```
! wB97M-V def2-TZVPD RIJCOSX def2/J DEFGRID3
* xyz 0 1
C 1.83672 -0.25115 -0.23093
O 0.72060 0.61307 -0.02790
C -0.73877 0.10517 0.24163
C -0.15189 1.25014 -1.33595
C -0.84928 -1.35690 -0.09251
C -0.97072 0.38370 1.70251
H 2.62491 0.34819 -0.69618
H 1.58820 -1.09761 -0.87966
H 2.18644 -0.61890 0.73766
H 0.78333 1.54392 -1.85893
H -0.73849 0.61893 -2.00363
H -0.69724 2.14026 -1.04127
H -0.67327 -1.57623 -1.15529
H -0.19093 -2.01798 0.50386
H -1.87962 -1.66464 0.12164
H -0.27152 -0.17109 2.35832
H -0.87178 1.44957 1.93822
H -1.98808 0.07848 1.97633
*
```

Calculated values
Largest force on an atom, hartree/bohr: 0.0096
Orbital gap, eV: 7.33
Relative energy (zero: lowest compared OMol25 entry of this formula, charge and spin), kcal/mol: 136.2
HOMO level, eV: -6.418
Calculated total energy, a.u.: -272.73154